Computed, not measured: CH2IO2S as an isolated structure at a distorted geometry, with ωB97M-V with the def2-TZVPD basis set.

Each line ends with the natural charge from an NBO analysis.
Element x y z (Å)
C: 1.064 -0.362 2.347  -0.9578
O: -2.496 0.801 -2.526  -0.9075
O: -0.103 0.756 -2.933  -0.8961
S: -1.222 0.117 -2.230  1.5209
I: 0.200 0.624 0.615  -0.0462
H: 2.057 -0.699 2.062  0.1411
H: 0.500 -1.237 2.666  0.1457

molar mass	205.0	g mol⁻¹
charge	-1
max |F|	2.13	eV/A
electronic energy	-24099.08303	eV
energy above the lowest of the compared OMol25 structures with the same formula, charge and spin	42.4	kcal per mole
gap between HOMO and LUMO (spin up / spin down)	4.53 / 5.77	eV
E_HOMO (spin up / spin down)	-2.14 / -2.84	eV